No. 1
A structure of composition C21H32F3N2O6PSTi, computed with the ωB97M-V functional and the def2-TZVPD basis.

```
67
C21H32F3N2O6PSTi | the Open Molecules 2025 dataset | the ωB97M-V functional and the def2-TZVPD basis
Ti 0.38580 -0.26387 -0.26070
C 3.59055 1.05230 1.42213
C 3.14237 -0.38530 1.22126
C 4.22873 -1.39217 1.49423
O 2.63130 -0.54599 -0.16612
C 1.89925 -0.65140 2.04896
O 1.84031 -1.29124 3.03966
O 0.78089 -0.06231 1.45322
H 4.44350 1.26572 0.77294
H 3.91779 1.19151 2.45375
H 2.79089 1.75733 1.20121
H 5.15688 -1.08554 1.01185
H 3.94946 -2.38173 1.13049
H 4.40051 -1.46168 2.56698
H 3.27738 -0.13116 -0.75869
F 0.49923 9.09030 -1.53445
C 0.62361 8.48783 -0.35255
F -0.37384 8.90354 0.43549
F 1.77234 8.89016 0.19982
C 0.59639 6.97785 -0.48064
C 0.45007 6.37632 -1.71975
C 0.43339 4.99521 -1.81039
C 0.56763 4.22699 -0.65238
C 0.71397 4.84472 0.59928
C 0.72804 6.22038 0.68038
C 0.55503 2.80947 -0.74375
C 0.52632 1.58692 -0.86311
H 0.34915 6.98382 -2.60795
H 0.31730 4.51043 -2.77007
H 0.80661 4.24068 1.49153
H 0.84034 6.71277 1.63829
C -2.86624 -2.77793 2.46280
N -2.71751 -1.53169 1.69029
C -2.39124 -0.36605 2.52757
C -2.76435 -1.49036 0.36377
S -2.00259 -0.17951 -0.53257
N -3.48801 -2.37790 -0.31749
C -4.74447 -2.94526 0.21503
C -3.29260 -2.65530 -1.74644
H -2.05361 -2.80554 3.18830
H -2.78894 -3.64168 1.81181
H -3.80768 -2.81166 3.00676
H -3.03200 -0.40100 3.40619
H -2.58100 0.55395 1.98621
H -1.35218 -0.40320 2.84776
H -5.05699 -2.41031 1.10470
H -4.65035 -4.00858 0.43123
H -5.50668 -2.81108 -0.55052
H -2.32206 -2.30431 -2.07519
H -4.07791 -2.17417 -2.32833
H -3.35383 -3.73300 -1.89103
C 0.24102 -5.09894 -2.63960
O -0.01928 -3.74951 -2.13005
P 1.13867 -2.91484 -1.45689
O 0.62160 -1.35567 -1.92666
C 0.76331 -0.94204 -3.33530
O 0.47499 -2.50007 0.02734
C 0.61526 -3.53257 1.05782
H 1.30887 -5.25239 -2.79854
H -0.28939 -5.18730 -3.57994
H -0.14007 -5.81300 -1.91818
H 0.42950 -1.76743 -3.95433
H 1.80212 -0.69103 -3.51802
H 0.12070 -0.08056 -3.46260
H 1.57533 -4.03454 0.93925
H -0.20574 -4.23284 0.93065
H 0.57212 -3.04452 2.02328
```

Summary:
E_tot: -3268.53258 Ha
HOMO: -14.015 eV
Total charge: +2
Gap between HOMO and LUMO: 6.8 eV
ΔE to the lowest compared entry with this formula, charge and spin: 1.5 kcal/mol

Atomic partial charges in e from the Mulliken method, atoms 1 to 5: Ti 0.179; C -1.526; C 1.744; C -1.688; O -0.041


No. 2
A structure of composition C21H32IN9NdO2PS, computed with the ωB97M-V functional and the def2-TZVPD basis.

```
68
C21H32IN9NdO2PS | the Open Molecules 2025 dataset | the ωB97M-V functional and the def2-TZVPD basis
Nd 0.20164 0.40741 1.74938
N 2.80360 3.74852 -0.22968
C 2.32469 2.65319 0.45648
S 0.98543 3.02014 1.55079
N 2.84955 1.50888 0.18605
N 2.35549 0.40302 0.86722
C 3.25991 -0.46522 1.20461
C 3.02437 -1.54329 2.12866
C 3.88608 -2.66026 2.11685
C 3.81936 -3.63045 3.08162
C 2.90964 -3.48900 4.13812
C 2.07544 -2.40015 4.20080
C 2.09319 -1.40299 3.20916
O 1.30914 -0.35282 3.31701
H 2.66032 4.62778 0.24283
H 3.73839 3.63328 -0.59943
H 4.27967 -0.31342 0.85508
H 4.60320 -2.74411 1.30859
H 4.48368 -4.48252 3.04879
H 2.88137 -4.23257 4.92375
H 1.39223 -2.27028 5.03127
C 1.06520 -2.12166 -1.66833
N -0.34656 -2.43539 -1.45602
C -0.84672 -3.67987 -2.04488
C -1.13024 -1.63936 -0.74260
C -2.56948 -2.02191 -0.58237
O -0.69639 -0.58061 -0.20301
H 1.23009 -1.80310 -2.69896
H 1.66821 -3.00846 -1.47922
H 1.38198 -1.32804 -0.99962
H -0.02750 -4.17014 -2.56090
H -1.64347 -3.49393 -2.76446
H -1.22009 -4.35418 -1.27375
H -2.66166 -2.99519 -0.09773
H -3.05841 -2.09564 -1.55555
H -3.08119 -1.27535 0.01766
C -0.69302 4.65132 -2.41620
N -0.43269 3.22069 -2.92730
C -1.68839 2.73121 -3.64996
N -2.81908 2.81613 -2.79858
C -3.02116 4.20255 -2.37781
N -1.87211 4.69777 -1.63297
C -1.71894 4.05064 -0.33300
P -1.37236 2.21784 -0.46214
C -0.06706 2.30315 -1.80621
C -2.77521 1.88343 -1.67229
H -0.78551 5.28421 -3.29892
H 0.18102 4.93592 -1.83084
H 0.34360 3.25550 -3.58976
H -1.50142 1.70648 -3.97140
H -1.82110 3.36815 -4.52487
H -3.91482 4.26846 -1.76065
H -3.16814 4.81967 -3.26551
H -2.64335 4.17522 0.23500
H -0.92203 4.53297 0.22881
H 0.06399 1.29789 -2.21145
H 0.88200 2.63493 -1.39257
H -3.72331 1.94148 -1.13474
H -2.67961 0.86593 -2.06013
I -0.27269 -5.88067 1.91787
C -0.80179 -3.98217 2.55483
C -1.63816 -3.63185 3.59050
N -1.70680 -2.28893 3.58577
N -0.96969 -1.73913 2.61285
C -0.40213 -2.76827 1.98688
H -2.16543 -4.24445 4.30235
H -2.19143 -1.70707 4.24878
H 0.29661 -2.63130 1.17545
```

Summary:
E_tot: -3060.95078 Ha
HOMO (spin up / spin down): -12.895 / -12.917 eV
Spin multiplicity: 4
Total charge: +2
Gap between HOMO and LUMO (spin up / spin down): 7.8 / 7.9 eV
ΔE to the lowest compared entry with this formula, charge and spin: 16.5 kcal/mol

Atomic partial charges in e from the Mulliken method, atoms 1 to 5: Nd 1.122; N -0.364; C 0.331; S -0.468; N -1.164